Below is a single C3H5NO4 molecule in a non-equilibrium geometry, with properties calculated with ωB97M-V/def2-TZVPD.

```
! wB97M-V def2-TZVPD RIJCOSX def2/J DEFGRID3
* xyz 0 1
C -2.1156 0.1715 0.2657
N -1.3507 -0.7814 -0.4234
C 0.8318 0.4430 0.0891
C 2.3615 0.4121 -0.1932
O 0.2772 1.4754 0.4363
O 2.8048 -0.7385 -0.7125
O 0.2825 -0.7362 -0.0031
O 3.0737 1.3371 0.0532
H 2.0662 -1.3592 -0.8304
H -1.4821 -1.7114 -0.0286
H -2.4457 -0.1157 1.2696
H -2.9045 0.5529 -0.3817
H -1.3992 1.0505 0.4591
*
```

Lowest unoccupied orbital energy: -0.48 eV
Max |F|: 2.96 eV Å⁻¹
Structure (SMILES): CNOC(=O)C(=O)O
Orbital gap: 0.3641 Ha
Molecular weight: 119.1 u
ΔE to the lowest compared entry with this formula, charge and spin: 78.4 kcal/mol

Below is a single C2H3N3O molecule in a non-equilibrium geometry, with properties calculated with ωB97M-V/def2-TZVPD.

```
! wB97M-V def2-TZVPD RIJCOSX def2/J DEFGRID3
* xyz 0 1
N -1.2978 0.0355 0.4256
C -0.3712 -0.7173 -0.2650
C 0.9649 -0.1230 -0.4373
N 1.3851 0.8498 0.3172
N 1.7445 1.6957 0.9823
O -0.6120 -1.8319 -0.6898
H -2.2234 -0.3701 0.4184
H -1.2731 1.0421 0.3497
H 1.6831 -0.5808 -1.1012
*
```

Lowest unoccupied orbital energy: 0.33 eV
Max |F|: 1.40 eV Å⁻¹
Orbital gap: 0.3508 Ha
Molecular weight: 85.1 u
ΔE to the lowest compared entry with this formula, charge and spin: 29.5 kcal/mol

Below is a molecular structure, C35H29BrN6O6S2Ta in a non-equilibrium geometry, with properties calculated with ωB97M-V/def2-TZVPD.

```
! wB97M-V def2-TZVPD RIJCOSX def2/J DEFGRID3
* xyz 1 1
Ta 0.0993 -0.1102 0.1398
C 5.5621 4.5056 1.3211
C 5.0515 3.7174 0.1078
C 3.7680 4.3729 -0.3926
C 6.0900 3.7712 -1.0219
C 4.8294 2.2581 0.5058
C 5.9262 1.5223 0.9998
C 5.8194 0.2076 1.3810
C 4.5723 -0.4033 1.2750
S 4.1203 -2.0075 1.7339
C 2.5100 -1.6724 1.2700
N 2.2992 -0.4746 0.7841
C 3.4717 0.2929 0.7848
C 3.6030 1.6287 0.3937
C 1.3992 -2.6075 1.4007
C 1.5350 -3.8527 1.9971
C 0.4230 -4.6705 2.1228
C -0.8110 -4.2354 1.6613
C -0.9383 -2.9875 1.0622
C 0.1679 -2.1491 0.9094
H 5.7461 5.5435 1.0376
H 6.4949 4.0996 1.7119
H 4.8265 4.4980 2.1277
H 3.9671 5.4160 -0.6447
H 2.9781 4.3592 0.3633
H 3.4003 3.8779 -1.2924
H 6.2224 4.8011 -1.3589
H 5.7694 3.1685 -1.8744
H 7.0620 3.4005 -0.6950
H 6.8892 2.0064 1.0933
H 6.6771 -0.3333 1.7573
H 2.7365 2.1575 0.0301
H 2.4945 -4.1836 2.3771
H 0.5176 -5.6417 2.5894
H -1.6807 -4.8709 1.7665
H -1.9147 -2.6691 0.7212
Br -4.2226 -2.4541 -6.1820
C -3.0822 -2.5288 -4.6852
C -2.0940 -3.5016 -4.6223
C -1.2429 -3.5418 -3.5265
C -1.3728 -2.6152 -2.5051
C -2.3702 -1.6487 -2.5758
C -3.2329 -1.6035 -3.6700
C -2.5313 -0.5670 -1.5792
O -3.3265 0.3170 -1.6443
O -1.5942 -0.5213 -0.5534
H -1.9908 -4.2180 -5.4255
H -0.4725 -4.2995 -3.4743
H -0.6985 -2.6513 -1.6620
H -3.9999 -0.8439 -3.7191
O 1.7543 -0.6837 -3.9323
S 0.6136 -0.5479 -3.0694
N 0.9087 -0.4046 -1.6068
C -0.3052 4.5355 -0.6289
C -0.2887 3.2645 -0.0893
N 0.3627 2.2365 -0.6737
C 0.9931 2.4952 -1.8241
C 0.9685 3.7168 -2.4694
C 0.3314 4.7703 -1.8355
C 1.6520 3.8575 -3.7703
C 1.3604 3.1816 -4.8775
C 0.2031 2.2894 -5.1084
C 0.1437 1.5182 -6.2598
C -0.9719 0.7160 -6.4300
N -1.9777 0.6955 -5.5567
C -1.8418 1.4974 -4.5045
N -0.8000 2.2725 -4.2206
H -0.8313 5.3241 -0.1105
H -0.8124 3.0563 0.8254
H 1.5774 1.7004 -2.2548
H 0.3136 5.7533 -2.2897
H 2.4698 4.5714 -3.8063
H 1.9981 3.3309 -5.7415
H 0.9424 1.5320 -6.9887
H -1.0673 0.0693 -7.2948
H -2.6604 1.5115 -3.7924
O 0.4315 0.2322 2.3948
N -0.6388 0.9082 2.5448
O -1.0897 1.2691 3.5672
O -1.1947 1.1478 1.3894
*
```

Lowest unoccupied orbital energy: -4.65 eV
Max |F|: 1.04 eV Å⁻¹
Orbital gap: 0.2453 Ha
Molecular weight: 954.6 u
ΔE to the lowest compared entry with this formula, charge and spin: 27.6 kcal/mol

> The lowest max |F| belongs to which entry?

C35H29BrN6O6S2Ta